1.
# C49H59AsCl2CsN4O4P

A structure of composition C49H59AsCl2CsN4O4P (wB97M-V/def2-TZVPD, OMol25).

## Properties
HOMO: -2.035 eV
max |F|: 0.97 eV/A
LUMO: 3.696 eV
orbital gap: 0.2106 Ha

```
! RIJCOSX wB97M-V def2-TZVPD def2/J DEFGRID3
* xyz -2 1
Cs -0.17642 0.25363 0.88826
N -3.50048 1.17916 -0.75266
C -3.63407 2.09513 -1.87998
C -2.42248 3.01362 -1.94136
C -2.48355 4.14687 -0.91085
C -1.10675 4.54514 -0.39929
N -0.58912 3.46215 0.42470
H -4.35733 0.67750 -0.55741
H -3.23396 1.65225 0.10510
H -4.54996 2.70803 -1.83732
H -3.69435 1.49863 -2.79560
H -2.30956 3.42922 -2.94658
H -1.53547 2.40377 -1.74544
H -3.07278 3.83353 -0.04104
H -3.00133 5.01566 -1.32985
H -1.16923 5.50513 0.13368
H -0.42705 4.68688 -1.24668
H -1.16345 3.36026 1.25669
H 0.35383 3.65233 0.74558
O -3.03057 2.84857 2.95336
C -3.18588 1.60709 2.90447
O -2.45880 0.81132 2.25083
C -4.33656 1.02050 3.71163
C -5.31732 1.90872 4.14954
C -6.42026 1.46196 4.85322
C -6.54950 0.10826 5.13431
C -5.57214 -0.78055 4.71966
C -4.44702 -0.34784 4.01453
P -3.14485 -1.53098 3.42333
C -4.09043 -2.16834 1.97482
C -5.18034 -3.03266 2.09022
C -5.90062 -3.43355 0.97710
C -5.55284 -2.96213 -0.28470
C -4.48641 -2.08807 -0.41006
C -3.75830 -1.69860 0.71079
C -3.33136 -2.94046 4.61088
C -3.33357 -2.66122 5.98182
C -3.27045 -3.67392 6.92809
C -3.18012 -4.99774 6.51964
C -3.12976 -5.28680 5.16283
C -3.19347 -4.27145 4.21917
H -5.18086 2.95553 3.91466
H -7.18181 2.16217 5.17652
H -7.41384 -0.25844 5.67652
H -5.68483 -1.83128 4.94690
H -5.47108 -3.40713 3.06504
H -6.73720 -4.11269 1.09584
H -6.10806 -3.27784 -1.16013
H -4.18887 -1.71117 -1.38158
H -2.95897 -0.98910 0.55798
H -3.37898 -1.63087 6.31489
H -3.28133 -3.42707 7.98340
H -3.12713 -5.79442 7.25249
H -3.02256 -6.31314 4.83214
H -3.09602 -4.50731 3.16735
O -0.32113 3.28465 3.64575
H -0.01640 2.47692 4.07494
H -1.27594 3.16662 3.49443
O -0.35744 0.36995 4.40041
H -1.08036 0.61025 3.80021
H -0.31731 -0.58981 4.29884
Cl -0.87771 -3.77914 -3.48426
C -0.62194 -2.64978 -2.11959
Cl -1.44710 -1.10629 -2.40063
H 0.44012 -2.44054 -2.05137
H -0.99994 -3.09149 -1.20523
N -0.18811 -2.79876 0.99920
C -0.86919 -3.30917 1.79987
C 7.67568 -3.72894 -1.63235
C 6.47267 -2.82928 -1.74571
C 6.45633 -1.75299 -2.61876
C 5.35575 -0.90426 -2.73162
C 5.49472 0.25738 -3.68615
C 4.20926 -1.13854 -1.95269
As 2.42143 -0.21882 -2.04673
N 2.22871 0.80175 -0.60571
C 3.17972 1.44383 0.11525
C 2.77653 2.10275 1.30179
C 3.66507 2.80166 2.10100
C 5.01356 2.89427 1.77481
C 5.44120 2.26034 0.61082
C 4.56141 1.56272 -0.19655
C 2.54959 0.89306 -3.69965
C 2.47118 2.29458 -3.77569
C 2.51054 3.19933 -2.57339
C 2.36623 2.90554 -5.02728
C 2.32803 2.18204 -6.20703
C 2.23559 2.86734 -7.54546
C 2.37539 0.79815 -6.11773
C 2.46919 0.15107 -4.89200
C 2.49642 -1.35604 -4.88070
C 4.23407 -2.20667 -1.03474
C 3.11566 -2.49502 -0.06099
C 5.35420 -3.03096 -0.95481
H 8.40228 -3.51347 -2.41705
H 7.39050 -4.77997 -1.71304
H 8.17491 -3.59984 -0.66889
H 7.33231 -1.55355 -3.23038
H 6.55136 0.43486 -3.89517
H 5.06502 1.17189 -3.27945
H 4.98898 0.07467 -4.63669
H 1.74134 2.06508 1.61627
H 3.28762 3.28323 2.99709
H 5.70485 3.44181 2.40335
H 6.48632 2.31246 0.32021
H 4.93353 1.08390 -1.08936
H 1.71901 2.95955 -1.86394
H 2.41132 4.24061 -2.88828
H 3.44822 3.09637 -2.02586
H 2.31354 3.98984 -5.07086
H 2.08910 3.94134 -7.42508
H 1.40174 2.47676 -8.13307
H 3.14613 2.71729 -8.13140
H 2.33152 0.20175 -7.02551
H 2.46214 -1.74433 -5.89942
H 1.63963 -1.75602 -4.33193
H 3.39282 -1.74849 -4.39263
H 2.17943 -1.99977 -0.30091
H 3.39896 -2.14638 0.93548
H 2.91489 -3.56449 0.01014
H 5.34253 -3.85101 -0.24160
*
```

---

2.
# C27H46BrGaN9O6S

A structure of composition C27H46BrGaN9O6S in a non-equilibrium geometry (wB97M-V/def2-TZVPD, OMol25).

## Properties
HOMO: -5.571 eV
max |F|: 3.12 eV/A
LUMO: 1.928 eV
orbital gap: 0.2756 Ha

```
! RIJCOSX wB97M-V def2-TZVPD def2/J DEFGRID3
* xyz -1 1
C -1.47646 -3.34994 2.56634
C -0.21459 -2.72171 1.93531
O 0.96212 -3.49141 2.22978
C -0.45189 -2.63504 0.41588
O 0.67802 -2.30854 -0.35393
Ga 1.04389 -0.52199 -0.67138
C 1.57788 -0.26991 -2.59255
C 0.89038 -1.22070 -3.59618
C 1.73657 -1.42405 -4.85208
O 1.66335 -0.23442 -5.65297
C 2.47447 0.31310 0.53229
C 3.58495 -0.55878 1.03165
O 4.30287 -0.34434 2.01466
Br 3.95305 -2.15805 -0.01703
S -0.85644 0.82674 -0.34733
C -0.24800 2.49306 -0.57989
O -1.92520 0.63525 -1.33530
O -1.28318 0.78020 1.07066
H -2.31730 -3.35447 1.86652
H -1.24760 -4.38661 2.83129
H -1.74735 -2.83897 3.49604
H -0.04643 -1.73157 2.37180
H 0.84116 -4.34135 1.78208
H -0.78994 -3.64587 0.11415
H -1.30791 -1.96141 0.24031
H 1.35042 0.77134 -2.86342
H 2.66706 -0.41007 -2.64726
H 0.64705 -2.18678 -3.13901
H -0.03613 -0.73929 -3.93400
H 2.78144 -1.60267 -4.55552
H 1.42099 -2.29269 -5.44844
H 2.55119 0.12999 -5.72260
H 2.03848 0.81881 1.40564
H 2.96464 1.10151 -0.06082
H 0.24715 2.58478 -1.55057
H 0.50051 2.67583 0.20157
H -1.07919 3.19342 -0.45765
C 0.01919 6.63727 -1.87212
C 1.03241 5.59233 -1.94974
N 1.79969 4.72515 -1.96326
H -0.43441 6.78884 -2.84978
H -0.75743 6.34445 -1.16761
H 0.46564 7.57234 -1.53936
C 3.88644 -6.93068 -0.31731
C 4.23610 -5.71263 -1.03893
N 4.47821 -4.74380 -1.62382
H 3.52162 -7.68099 -1.01626
H 4.76071 -7.31875 0.20240
H 3.10502 -6.71394 0.40961
C -4.11200 5.20193 -2.72714
C -3.84721 6.46793 -2.05202
N -3.63180 7.47318 -1.50617
H -3.95955 4.37920 -2.03179
H -5.13956 5.17630 -3.08050
H -3.43889 5.08740 -3.57521
C -4.59709 5.31041 1.60383
C -4.39556 4.12381 0.77872
N -4.23202 3.18369 0.11159
H -4.78092 6.17432 0.96657
H -5.44839 5.15851 2.26471
H -3.70769 5.49429 2.20352
C 0.40616 -6.85365 4.93290
C 0.00569 -6.80342 3.53444
N -0.33850 -6.67095 2.44179
H -0.46154 -6.70666 5.57402
H 0.86687 -7.81368 5.15780
H 1.12660 -6.06264 5.11894
C -6.87953 1.72839 -1.53693
C -6.82034 2.71197 -2.61155
N -6.72133 3.46413 -3.48717
H -5.95658 1.77424 -0.95833
H -7.72739 1.93948 -0.88755
H -6.98818 0.73122 -1.95898
C 0.06998 0.69483 4.75779
C -0.66520 -0.38823 5.39443
N -1.21927 -1.27155 5.89794
H 0.10806 1.55581 5.42433
H 1.08396 0.36541 4.53548
H -0.41654 0.97123 3.82359
C 3.59250 3.25587 -4.09893
C 3.79011 2.45030 -5.29895
N 3.89706 1.77952 -6.23760
H 3.47735 4.30346 -4.37106
H 2.70006 2.91886 -3.57407
H 4.44867 3.14808 -3.43599
C 3.18140 -2.96543 4.51455
C 3.22606 -4.25449 5.19387
N 3.18580 -5.27643 5.74690
H 2.81203 -2.20319 5.19803
H 4.17492 -2.68710 4.16833
H 2.50745 -3.02927 3.65909
*
```

---

3.
# C2H6N2O2S

A cluster of 2 separate species, C2H6N2O2S in total in a non-equilibrium geometry (wB97M-V/def2-TZVPD, OMol25).

## Properties
HOMO: -9.610 eV
max |F|: 4.48 eV/A
LUMO: 0.571 eV
orbital gap: 0.3742 Ha

```
! RIJCOSX wB97M-V def2-TZVPD def2/J DEFGRID3
* xyz 0 1
C 1.30093 0.65319 0.80652
C 2.40017 0.45910 -0.04769
N 1.27694 1.50582 -0.10804
N -3.21826 0.11937 0.69103
O -1.86606 0.96240 -1.32138
O -1.70634 -1.38427 -0.40459
S -1.66309 -0.00631 -0.03312
H 0.90754 0.22127 1.70248
H -0.97281 1.58289 -1.54662
H 3.33762 0.83990 0.31608
H 2.35557 -0.31678 -0.82143
H -3.91993 0.32101 -0.03980
H -3.46124 0.82033 1.47372
*
```